--- one ---
{"formula": "H26O13", "method": "ωB97M-V/def2-TZVPD", "elements": ["O", "H", "H", "O", "H", "H", "O", "H", "H", "O", "H", "H", "O", "H", "H", "O", "H", "H", "O", "H", "H", "O", "H", "H", "O", "H", "H", "O", "H", "H", "O", "H", "H", "O", "H", "H", "O", "H", "H"], "positions_angstrom": [[-0.017, -1.262, -3.790], [0.132, -0.857, -2.931], [0.651, -0.858, -4.350], [2.178, -0.064, -2.391], [3.087, 0.183, -2.591], [2.240, -0.541, -1.528], [0.503, 2.406, 1.549], [1.255, 2.555, 2.136], [-0.011, 3.220, 1.600], [-2.127, -2.769, 0.012], [-2.265, -3.528, -0.568], [-2.890, -2.762, 0.603], [-1.879, 2.070, -0.310], [-1.038, 2.257, -0.774], [-1.990, 2.796, 0.312], [0.500, -3.234, 0.998], [-0.306, -2.816, 0.636], [0.345, -3.289, 1.947], [-0.219, -0.389, -0.020], [-0.291, 0.458, -0.470], [-1.044, -0.851, -0.232], [-4.096, 0.519, 0.142], [-3.345, 0.963, -0.303], [-4.695, 1.233, 0.379], [3.288, 1.197, 0.239], [3.283, 1.080, 1.199], [2.353, 1.271, -0.002], [0.401, 2.397, -1.914], [0.846, 1.785, -2.525], [1.094, 3.011, -1.640], [-2.185, -0.502, 2.444], [-1.859, 0.385, 2.259], [-2.827, -0.671, 1.739], [1.714, -0.256, 2.697], [1.015, -0.366, 2.028], [1.420, 0.489, 3.230], [2.536, -1.779, -0.221], [1.789, -2.382, -0.046], [2.456, -1.099, 0.457]], "homo_energy_ha": -0.391, "multiplicity": 1, "total_charge": 0}

=====

--- two ---
{"formula": "H26O13", "method": "ωB97M-V/def2-TZVPD", "elements": ["O", "H", "H", "O", "H", "H", "O", "H", "H", "O", "H", "H", "O", "H", "H", "O", "H", "H", "O", "H", "H", "O", "H", "H", "O", "H", "H", "O", "H", "H", "O", "H", "H", "O", "H", "H", "O", "H", "H"], "positions_angstrom": [[-29.103, -41.110, 45.064], [-28.474, -40.903, 44.298], [-29.718, -40.445, 44.790], [-32.031, -38.706, 47.375], [-31.366, -38.540, 46.723], [-32.789, -38.587, 46.801], [-28.140, -42.506, 47.369], [-28.424, -42.306, 46.439], [-27.480, -43.149, 47.194], [-25.465, -39.243, 46.022], [-25.853, -38.335, 46.408], [-24.624, -39.499, 46.329], [-27.273, -37.101, 46.189], [-27.694, -37.108, 45.262], [-26.933, -36.118, 46.235], [-26.015, -38.405, 49.865], [-26.067, -39.360, 49.451], [-26.867, -38.152, 49.464], [-28.785, -40.394, 49.725], [-28.287, -39.904, 49.050], [-28.731, -39.758, 50.536], [-31.661, -40.954, 48.818], [-30.794, -40.689, 49.030], [-31.898, -40.359, 48.111], [-30.507, -37.601, 45.097], [-29.514, -37.204, 44.807], [-30.503, -38.321, 44.501], [-28.749, -39.437, 47.250], [-28.850, -39.981, 46.472], [-28.296, -38.542, 47.012], [-26.212, -40.749, 48.280], [-26.996, -41.210, 47.975], [-25.932, -40.328, 47.377], [-27.868, -36.905, 48.462], [-27.608, -36.912, 47.531], [-28.722, -37.100, 48.699], [-30.152, -37.723, 49.309], [-30.184, -37.782, 50.237], [-30.729, -38.336, 48.957]], "homo_energy_ha": -0.348, "multiplicity": 1, "total_charge": 0}

=====

--- three ---
{"formula": "H26O13", "method": "ωB97M-V/def2-TZVPD", "elements": ["O", "H", "H", "O", "H", "H", "O", "H", "H", "O", "H", "H", "O", "H", "H", "O", "H", "H", "O", "H", "H", "O", "H", "H", "O", "H", "H", "O", "H", "H", "O", "H", "H", "O", "H", "H", "O", "H", "H"], "positions_angstrom": [[-1.227, 2.740, -3.147], [-1.475, 3.050, -2.260], [-0.575, 2.110, -2.813], [3.857, -1.784, 1.179], [3.914, -1.628, 0.225], [4.265, -0.941, 1.424], [1.246, 2.511, -1.248], [1.042, 3.402, -0.951], [1.739, 2.615, -2.071], [-0.111, -0.680, -1.303], [0.191, -0.108, -0.581], [-1.056, -0.468, -1.326], [-2.560, -1.868, -0.142], [-1.950, -2.401, -0.656], [-3.396, -2.336, -0.053], [-0.085, -2.007, 1.397], [0.846, -1.972, 1.138], [-0.579, -2.186, 0.593], [2.489, -0.282, -2.432], [2.802, -1.124, -2.771], [1.539, -0.193, -2.523], [-1.337, 3.523, -0.067], [-1.864, 4.011, 0.573], [-1.099, 2.705, 0.392], [-3.678, 0.844, 1.495], [-2.745, 0.650, 1.395], [-4.132, 0.700, 0.662], [1.141, -2.931, -2.121], [0.286, -3.275, -1.854], [1.138, -2.008, -1.819], [-0.481, 1.528, 2.469], [-0.831, 0.668, 2.705], [0.467, 1.517, 2.318], [-1.431, -3.006, 3.288], [-0.970, -3.240, 2.461], [-0.986, -2.200, 3.553], [2.142, 1.366, 0.863], [1.564, 2.131, 0.810], [2.400, 1.328, -0.063]], "homo_energy_ha": -0.393, "multiplicity": 1, "total_charge": 0}

=====

--- four ---
{"formula": "H26O13", "method": "ωB97M-V/def2-TZVPD", "elements": ["H", "H", "H", "H", "H", "H", "H", "H", "H", "H", "H", "H", "H", "H", "H", "H", "H", "H", "H", "H", "H", "H", "H", "H", "H", "H", "O", "O", "O", "O", "O", "O", "O", "O", "O", "O", "O", "O", "O"], "positions_angstrom": [[0.645, 0.289, 0.457], [-0.649, -0.418, 0.826], [-1.398, 1.843, -1.810], [-0.919, 2.244, -3.196], [-2.563, -2.911, 1.386], [-1.125, -2.427, 1.481], [0.618, 2.209, 0.842], [1.521, 2.374, 2.054], [0.915, -2.278, 0.105], [0.627, -3.378, 1.114], [-4.086, 0.389, 1.703], [-3.416, 1.195, 2.804], [-2.704, -1.176, -1.746], [-4.078, -1.759, -1.457], [0.854, -3.475, -2.417], [-0.627, -3.146, -2.326], [4.065, -0.897, 0.075], [5.499, -0.822, 0.574], [2.033, -2.179, -1.984], [1.059, -1.237, -1.295], [3.220, 3.719, -0.523], [4.313, 3.783, -1.577], [-2.501, 3.536, 0.574], [-2.797, 4.717, -0.336], [1.638, -1.323, 2.319], [0.684, -0.796, 3.379], [-0.123, 0.362, 1.035], [-1.718, 2.159, -2.663], [-1.748, -2.846, 0.876], [1.446, 1.893, 1.221], [0.322, -3.020, 0.272], [-4.090, 1.259, 2.118], [-3.603, -0.922, -1.506], [0.224, -2.759, -2.559], [4.715, -0.280, 0.431], [1.581, -1.335, -2.099], [3.665, 4.331, -1.121], [-3.102, 3.829, -0.121], [1.603, -0.746, 3.091]], "homo_energy_ha": -0.376, "multiplicity": 1, "total_charge": 0}

=====

Of them, one has the highest stability.

=====

--- one ---
{"formula": "H26O13", "method": "ωB97M-V/def2-TZVPD", "elements": ["O", "H", "H", "O", "H", "H", "O", "H", "H", "O", "H", "H", "O", "H", "H", "O", "H", "H", "O", "H", "H", "O", "H", "H", "O", "H", "H", "O", "H", "H", "O", "H", "H", "O", "H", "H", "O", "H", "H"], "positions_angstrom": [[3.138, -1.342, -0.182], [3.307, -0.493, -0.615], [3.029, -1.919, -0.956], [1.115, -2.876, -1.538], [0.714, -2.073, -1.160], [0.384, -3.311, -2.004], [-1.340, -2.720, 1.059], [-0.743, -3.133, 1.689], [-0.808, -2.690, 0.251], [-1.297, 0.335, 2.242], [-1.651, -0.463, 2.651], [-0.346, 0.258, 2.332], [-2.564, 2.070, -1.922], [-1.771, 2.020, -1.372], [-3.078, 1.289, -1.668], [-0.716, -0.450, -3.172], [-1.061, 0.445, -3.350], [-0.476, -0.424, -2.232], [-0.015, -0.330, -0.332], [-0.792, -0.327, 0.266], [0.462, 0.490, -0.117], [1.945, 2.094, -0.264], [1.118, 2.601, -0.097], [2.262, 1.963, 0.643], [-0.814, 2.552, 0.636], [-1.313, 3.373, 0.595], [-1.409, 1.893, 1.045], [0.851, 2.262, -3.002], [1.546, 2.261, -2.316], [0.098, 2.670, -2.565], [1.860, -2.148, 2.193], [1.620, -2.979, 2.619], [2.104, -2.307, 1.267], [1.564, 0.534, 2.146], [1.754, 0.752, 3.066], [1.790, -0.401, 2.115], [-3.604, 0.235, 0.306], [-3.643, 0.859, 1.039], [-3.217, -0.568, 0.699]], "homo_energy_ha": -0.372, "multiplicity": 1, "total_charge": 0}

=====

--- two ---
{"formula": "H26O13", "method": "ωB97M-V/def2-TZVPD", "elements": ["O", "H", "H", "O", "H", "H", "O", "H", "H", "O", "H", "H", "O", "H", "H", "O", "H", "H", "O", "H", "H", "O", "H", "H", "O", "H", "H", "O", "H", "H", "O", "H", "H", "O", "H", "H", "O", "H", "H"], "positions_angstrom": [[-1.373, 2.191, 2.454], [-0.918, 2.830, 2.959], [-1.302, 2.527, 1.601], [-2.152, -0.946, 1.635], [-1.440, -1.393, 2.063], [-1.741, -0.173, 1.282], [2.850, -0.767, -0.340], [3.795, -0.837, -0.392], [2.502, -1.601, -0.626], [2.242, 1.988, 0.040], [2.174, 1.079, -0.044], [3.129, 2.047, 0.375], [-1.144, 1.736, -2.200], [-1.125, 1.008, -1.591], [-1.505, 1.440, -3.010], [0.067, -2.838, -0.427], [0.540, -3.516, 0.076], [-0.858, -3.076, -0.184], [-0.168, 3.140, 0.053], [-0.677, 2.743, -0.679], [0.726, 2.770, 0.084], [1.040, 0.225, 2.222], [1.743, -0.060, 2.854], [0.259, 0.453, 2.755], [-2.369, -1.678, -2.591], [-2.710, -1.762, -3.442], [-1.434, -1.504, -2.703], [-0.234, 0.054, -0.102], [0.246, 0.203, 0.708], [-0.293, -0.927, -0.093], [-2.507, -3.339, 0.162], [-2.869, -3.054, -0.701], [-2.490, -2.535, 0.723], [0.351, -1.858, -2.979], [1.041, -1.837, -3.625], [0.698, -2.367, -2.229], [1.801, 3.181, 2.326], [2.400, 3.803, 2.022], [1.708, 2.650, 1.563]], "homo_energy_ha": -0.374, "multiplicity": 1, "total_charge": 0}

=====

Of them, one has the highest stability.

=====

--- one ---
{"formula": "H26O13", "method": "ωB97M-V/def2-TZVPD", "elements": ["O", "H", "H", "O", "H", "H", "O", "H", "H", "O", "H", "H", "O", "H", "H", "O", "H", "H", "O", "H", "H", "O", "H", "H", "O", "H", "H", "O", "H", "H", "O", "H", "H", "O", "H", "H", "O", "H", "H"], "positions_angstrom": [[-1.187, -3.066, -0.185], [-1.747, -2.944, 0.581], [-0.362, -3.395, 0.171], [-4.060, -0.093, 2.279], [-4.936, -0.202, 2.650], [-3.990, 0.845, 2.101], [2.599, -3.560, 0.569], [3.255, -3.669, 1.257], [2.656, -4.366, 0.055], [-2.149, -1.995, -3.881], [-1.856, -2.481, -3.111], [-1.562, -2.279, -4.582], [0.986, 3.734, 2.682], [0.233, 3.683, 3.270], [0.925, 2.945, 2.143], [3.391, -0.736, -2.921], [3.551, -1.357, -3.633], [2.827, -1.211, -2.311], [3.928, -1.236, 3.957], [2.991, -1.040, 3.950], [4.244, -0.927, 3.108], [0.299, 0.974, 0.174], [0.829, 0.186, 0.301], [-0.377, 0.710, -0.450], [-0.238, 2.628, -5.016], [-0.606, 2.179, -5.777], [-0.929, 2.587, -4.356], [0.119, -1.100, 4.065], [-0.057, -2.036, 4.159], [-0.605, -0.772, 3.530], [4.874, 0.707, 1.015], [5.595, 0.420, 0.454], [5.037, 1.639, 1.159], [-3.205, 1.880, -2.688], [-4.126, 1.798, -2.938], [-2.851, 0.996, -2.783], [-4.291, 3.479, 0.663], [-5.172, 3.841, 0.564], [-4.032, 3.232, -0.225]], "homo_energy_ha": -0.401, "multiplicity": 1, "total_charge": 0}

=====

--- two ---
{"formula": "H26O13", "method": "ωB97M-V/def2-TZVPD", "elements": ["O", "H", "H", "O", "H", "H", "O", "H", "H", "O", "H", "H", "O", "H", "H", "O", "H", "H", "O", "H", "H", "O", "H", "H", "O", "H", "H", "O", "H", "H", "O", "H", "H", "O", "H", "H", "O", "H", "H"], "positions_angstrom": [[-11.377, 6.279, -7.461], [-10.803, 5.812, -8.073], [-11.664, 7.067, -7.938], [-14.545, 5.832, -7.316], [-14.269, 6.542, -7.903], [-13.935, 5.874, -6.574], [-9.294, 7.456, -10.472], [-9.958, 8.107, -10.753], [-8.853, 7.849, -9.714], [-12.047, 6.584, -13.131], [-12.785, 6.094, -12.744], [-11.756, 6.054, -13.877], [-13.097, 5.115, -10.613], [-13.528, 4.410, -10.116], [-12.154, 4.970, -10.470], [-14.918, 8.775, -12.548], [-14.864, 7.809, -12.647], [-15.758, 9.018, -12.944], [-13.225, 10.750, -8.325], [-13.353, 11.090, -9.226], [-14.031, 10.260, -8.131], [-11.602, 8.772, -11.372], [-11.484, 9.541, -11.938], [-11.982, 8.098, -11.960], [-15.183, 5.993, -12.596], [-15.397, 5.345, -13.276], [-15.280, 5.525, -11.761], [-10.879, 9.298, -7.639], [-11.705, 9.711, -7.938], [-10.195, 9.742, -8.146], [-16.054, 9.407, -9.489], [-16.641, 8.659, -9.624], [-15.165, 9.035, -9.583], [-13.560, 7.723, -9.477], [-13.676, 6.890, -9.953], [-12.818, 8.165, -9.916], [-13.611, 10.910, -11.092], [-14.358, 11.396, -11.452], [-13.789, 9.988, -11.334]], "homo_energy_ha": -0.385, "multiplicity": 1, "total_charge": 0}

=====

--- three ---
{"formula": "H26O13", "method": "ωB97M-V/def2-TZVPD", "elements": ["O", "H", "H", "O", "H", "H", "O", "H", "H", "O", "H", "H", "O", "H", "H", "O", "H", "H", "O", "H", "H", "O", "H", "H", "O", "H", "H", "O", "H", "H", "O", "H", "H", "O", "H", "H", "O", "H", "H"], "positions_angstrom": [[-8.015, 24.352, 15.537], [-7.702, 23.900, 14.743], [-8.347, 23.730, 16.130], [-6.356, 24.033, 13.040], [-5.667, 23.646, 13.608], [-5.850, 24.787, 12.707], [-4.772, 21.026, 15.526], [-4.207, 21.098, 16.341], [-4.375, 20.367, 14.955], [-9.595, 19.932, 14.526], [-8.780, 20.265, 14.904], [-9.459, 19.884, 13.581], [-4.277, 23.458, 14.630], [-3.397, 23.739, 14.411], [-4.355, 22.532, 14.859], [-9.868, 22.606, 13.573], [-10.559, 22.517, 12.882], [-9.689, 21.765, 14.021], [-9.008, 22.114, 16.782], [-8.172, 22.036, 16.269], [-9.150, 21.190, 17.040], [-6.040, 20.741, 12.220], [-6.184, 19.914, 11.782], [-6.117, 21.431, 11.536], [-7.230, 21.428, 14.675], [-6.387, 21.176, 15.097], [-7.073, 21.314, 13.734], [-8.881, 19.688, 11.996], [-8.490, 18.786, 12.134], [-9.764, 19.471, 11.645], [-5.174, 18.357, 17.326], [-5.136, 17.762, 16.510], [-5.609, 19.165, 17.054], [-8.246, 23.182, 11.488], [-7.444, 23.505, 11.947], [-8.767, 23.131, 12.285], [-6.842, 20.661, 17.848], [-7.345, 20.559, 18.674], [-6.558, 21.539, 17.736]], "homo_energy_ha": -0.354, "multiplicity": 1, "total_charge": 0}

=====

Of them, two has the highest stability.

=====

--- one ---
{"formula": "C5H9N2OS", "method": "ωB97M-V/def2-TZVPD", "elements": ["C", "N", "C", "C", "C", "O", "N", "C", "S", "H", "H", "H", "H", "H", "H", "H", "H", "H"], "positions_angstrom": [[-0.214, -2.326, -0.360], [-0.819, -0.973, -0.392], [-0.154, 0.193, 0.218], [0.140, 1.225, -0.879], [0.735, 2.457, -0.308], [-0.164, 0.871, -1.986], [-0.559, 0.530, 1.520], [0.634, -0.079, 1.559], [2.070, -0.571, 1.909], [0.772, -2.269, -0.960], [-0.193, -2.521, 0.659], [-0.729, -3.000, -0.898], [-1.838, -1.117, -0.082], [-0.759, -0.784, -1.463], [-0.002, 2.751, 0.300], [0.775, 3.115, -1.150], [1.641, 2.095, 0.165], [-1.334, 0.406, 2.146]], "smiles": "C[NH2+][C@@]1(C(C)=O)NC1=S", "homo_energy_ha": -0.473, "multiplicity": 1, "total_charge": 1}

=====

--- two ---
{"formula": "C5H9N2OS", "method": "ωB97M-V/def2-TZVPD", "elements": ["O", "C", "C", "N", "C", "C", "C", "N", "S", "H", "H", "H", "H", "H", "H", "H", "H", "H"], "positions_angstrom": [[-2.112, -2.171, -1.362], [-2.086, -1.368, -0.547], [-2.013, -0.387, 0.274], [-0.780, -0.029, 0.857], [-0.083, 1.342, 0.954], [0.757, 1.503, -0.399], [1.741, 0.337, -0.633], [1.233, -0.779, -0.406], [1.984, -2.264, -0.847], [-2.986, -0.163, 0.824], [-0.048, -0.517, 0.271], [-0.821, -0.369, 1.805], [0.672, 1.311, 1.702], [-0.741, 2.157, 1.125], [0.171, 1.477, -1.273], [1.420, 2.309, -0.328], [2.743, 0.653, -0.833], [0.950, -3.043, -1.183]], "smiles": "O=C=C[NH2+]CC/C=N/S", "homo_energy_ha": -0.485, "multiplicity": 1, "total_charge": 1}

=====

Of them, two has the highest stability.